<a>
Molecular formula: C39H40CaN11O2S3
Method: DFT, wB97M-V/def2-TZVPD

Positions of all 96 atoms, in Å:
H (-0.37, -2.08, 1.77)
C (3.43, -4.44, 0.24)
N (3.01, -2.12, -0.22)
N (-1.82, -1.13, -1.24)
H (-4.70, 0.21, -0.94)
H (1.10, 5.67, 5.40)
N (-5.28, -2.82, -5.36)
C (0.85, -1.22, 3.02)
C (1.10, -1.78, 5.42)
C (-5.69, 3.27, 1.49)
H (-0.05, -1.63, -2.35)
C (2.99, -2.39, -1.53)
H (3.28, -2.86, 1.67)
O (-2.24, -0.35, 1.63)
C (-4.59, 3.20, 0.65)
H (-0.81, 2.04, 4.08)
H (0.40, -4.06, 2.40)
C (1.63, 2.26, -0.63)
H (2.97, -2.71, 4.86)
C (1.26, 0.98, -2.39)
C (-0.09, -4.26, 3.36)
H (3.59, -5.22, 0.98)
S (2.76, -1.12, -2.69)
C (-1.95, -1.52, -3.44)
N (-5.47, -4.07, -5.56)
H (2.33, 5.86, 3.25)
H (-5.24, -0.94, -3.05)
H (-6.53, 3.91, 1.22)
N (-3.21, -1.24, -2.94)
C (-0.57, -2.95, 3.99)
N (1.94, 3.86, 1.22)
C (2.50, 2.86, -1.49)
H (0.65, 0.43, -3.09)
C (-0.13, 2.86, 3.91)
C (1.37, 2.72, 0.72)
H (-4.37, -0.66, -4.58)
C (-3.56, 1.57, 2.10)
H (2.23, 0.14, 2.22)
C (-4.43, -1.29, -3.69)
H (-3.44, -5.95, -1.18)
C (-4.39, -6.53, -3.02)
C (-1.11, -1.45, -2.38)
C (0.09, 3.85, 4.85)
H (-4.67, 1.09, 3.85)
N (0.35, -1.36, 1.85)
H (3.60, -5.73, -1.48)
H (-4.55, 3.80, -0.25)
C (-4.95, -6.14, -4.21)
H (1.45, -0.75, 5.52)
H (2.82, -0.64, 3.69)
H (-0.92, -4.94, 3.19)
C (-3.89, -5.59, -2.10)
H (2.77, -2.50, 6.60)
H (0.64, -4.75, 4.01)
C (2.25, -2.75, 5.68)
C (-4.66, 1.69, 2.95)
C (-4.50, -3.84, -3.54)
H (-4.98, -1.54, -0.75)
C (-2.54, 0.53, 2.51)
H (-3.54, -3.53, -1.61)
N (0.90, 1.22, -1.16)
H (1.60, 0.64, 3.80)
C (3.43, -4.72, -1.12)
H (-0.44, 3.80, 5.80)
C (-3.93, -4.24, -2.33)
C (1.95, -0.20, 3.20)
C (-3.51, 2.33, 0.91)
H (1.88, -3.77, 5.76)
C (1.44, 4.05, 2.49)
C (0.56, 2.97, 2.70)
H (2.56, 4.47, 0.73)
H (-1.38, -2.51, 3.40)
S (2.40, 2.14, -3.05)
Ca (-0.65, 0.27, 0.55)
H (3.18, 3.67, -1.31)
H (3.23, -3.86, -3.08)
N (-4.70, -2.63, -4.15)
C (3.22, -3.70, -2.02)
C (-4.23, -0.74, -0.70)
O (-2.11, 0.51, 3.67)
C (3.23, -3.13, 0.62)
C (-3.08, -1.02, -1.59)
C (1.66, 5.04, 3.44)
H (-5.33, -6.85, -4.93)
H (-6.60, 2.55, 3.31)
N (0.49, -1.96, 4.11)
H (0.32, -1.92, 6.17)
S (-2.22, 2.31, -0.26)
C (-4.99, -4.77, -4.48)
H (-3.85, -0.69, 0.32)
H (-1.80, -1.73, -4.48)
H (-0.96, -3.14, 4.99)
C (0.96, 4.92, 4.62)
C (-5.73, 2.51, 2.65)
N (0.55, 2.16, 1.57)
H (-4.34, -7.58, -2.77)

HOMO energy (eV): -4.11
Gap between HOMO and LUMO (Ha): 0.233
Total charge: -1

<b>
Molecular formula: C39H40CaN11O2S3
Method: DFT, wB97M-V/def2-TZVPD

Positions of all 96 atoms, in Å:
C (-2.02, 1.16, 0.45)
C (2.95, -1.93, -1.09)
C (1.58, 2.59, -4.97)
C (-1.82, 2.52, 1.04)
C (4.96, -1.46, 3.84)
H (2.36, -3.09, 2.38)
H (-0.82, -2.73, 1.38)
H (-1.29, -0.60, 0.13)
N (-0.56, -2.50, -3.58)
N (-3.19, 0.91, -0.23)
H (-5.07, 1.93, 1.50)
C (1.29, 2.41, -2.59)
Ca (1.29, 0.47, 1.20)
H (-4.25, -0.32, -1.49)
H (-5.91, 0.90, 0.33)
C (-1.29, -1.24, 3.94)
C (1.56, -2.24, -0.67)
H (-4.34, -0.89, -4.93)
H (-3.98, -2.42, -0.15)
O (1.04, 2.47, -0.21)
H (-6.09, 2.66, 0.25)
O (1.70, 0.56, -1.11)
H (-4.77, -1.15, 0.81)
C (-3.84, -1.44, 0.31)
C (-2.60, -1.65, 3.94)
C (0.46, 4.36, -3.80)
H (0.11, 0.20, -2.84)
C (-0.86, -0.01, -3.28)
H (2.96, -1.21, -1.92)
C (1.36, 1.77, -1.23)
C (-3.45, -0.42, -0.76)
C (-0.96, 0.13, 3.94)
H (-4.51, 1.84, -1.52)
H (5.24, -4.46, 5.29)
C (3.40, 3.34, 1.11)
C (0.94, 3.80, -4.98)
C (5.49, -2.43, 4.67)
C (4.86, -3.66, 4.65)
C (-3.39, -0.64, -4.47)
H (2.63, 3.82, 0.53)
N (3.29, 2.12, 1.53)
H (-3.74, 1.45, -4.33)
H (-0.48, -1.96, 3.95)
N (-2.47, -3.01, -4.42)
N (-1.08, 0.29, 0.59)
C (-1.22, -1.31, -3.65)
S (4.89, 4.09, 1.52)
C (-3.04, 0.64, -4.14)
C (-0.52, -3.00, -0.78)
C (-4.18, 1.94, -0.48)
H (1.95, 2.16, -5.89)
S (2.63, 0.31, -3.99)
H (-1.56, 1.98, -3.30)
C (3.75, -3.91, 3.84)
C (-3.61, -0.68, 3.93)
H (-2.58, -0.76, -1.32)
C (-1.80, 0.95, -3.54)
C (4.41, 1.72, 2.21)
C (4.41, 0.35, 2.70)
H (0.80, 4.32, -5.93)
H (-1.41, -3.39, -1.23)
H (6.36, 2.58, 2.77)
C (0.72, -2.78, -2.97)
H (3.48, -1.51, -0.25)
C (3.84, -1.68, 3.02)
H (6.00, 0.40, 4.10)
H (3.45, -2.86, -1.40)
N (1.09, -2.18, 0.56)
H (-3.95, 1.43, 3.94)
H (3.28, -4.89, 3.86)
H (1.01, -3.78, -3.29)
C (-0.20, -2.67, 0.50)
H (-4.66, -0.94, 3.92)
H (-2.85, -2.70, 3.93)
H (-3.07, -1.52, 1.08)
H (-1.02, 2.46, 1.77)
C (5.39, 2.66, 2.31)
N (0.61, -2.70, -1.52)
H (6.35, -2.24, 5.30)
C (1.80, 1.83, -3.79)
N (-1.94, 1.05, 3.95)
N (3.53, -0.53, 2.32)
C (-5.38, 1.85, 0.46)
H (-2.71, 2.88, 1.56)
S (0.71, 0.63, 3.94)
C (3.22, -2.93, 3.02)
C (-2.44, -1.64, -4.21)
C (-3.21, 0.64, 3.94)
H (0.29, 4.05, -1.69)
H (1.44, -2.03, -3.31)
N (-1.36, -3.50, -4.02)
H (-0.05, 5.32, -3.79)
H (-1.54, 3.23, 0.26)
H (-3.71, 2.92, -0.39)
N (5.31, -0.14, 3.60)
C (0.65, 3.66, -2.63)

HOMO energy (eV): -3.71
Gap between HOMO and LUMO (Ha): 0.206
Total charge: -1

Computed stability ranking, most favorable first: <b>, <a>

<a>
Molecular formula: C3H8IN2O
Method: DFT, wB97M-V/def2-TZVPD

Positions of all 15 atoms, in Å:
H (1.49, -3.20, -0.63)
C (-0.64, 2.38, -0.05)
C (-1.05, -0.43, -0.08)
H (-1.57, 2.14, -0.59)
I (3.24, 0.05, 0.25)
O (0.41, 1.50, -0.36)
H (-0.27, 3.34, -0.40)
H (-0.82, 2.44, 1.03)
C (1.31, -0.50, 0.17)
H (1.02, -3.20, 0.95)
N (0.74, -2.93, 0.01)
H (-0.94, -1.52, -0.01)
H (-1.63, -0.07, 0.78)
N (0.26, 0.16, -0.07)
H (-1.58, -0.17, -0.99)

HOMO energy (alpha / beta) (eV): -13.83 / -13.83
Gap between HOMO and LUMO (alpha / beta) (Ha): 0.266 / 0.266
Total charge: +1

<b>
Molecular formula: C3H8IN2O
Method: DFT, wB97M-V/def2-TZVPD

Positions of all 15 atoms, in Å:
H (1.47, -1.60, -0.80)
I (-3.04, 0.19, -0.32)
O (-0.04, 1.30, -0.74)
H (-0.13, -2.35, 0.64)
C (0.05, 2.20, 0.44)
N (0.05, 0.01, -0.50)
H (-1.82, -2.67, 0.18)
H (1.07, 1.99, 0.84)
N (-0.88, -2.18, -0.04)
H (-0.13, 3.08, -0.08)
H (1.72, -0.78, 0.74)
C (-1.05, -0.63, -0.26)
H (2.13, 0.19, -0.78)
H (-0.77, 1.79, 1.05)
C (1.37, -0.55, -0.36)

HOMO energy (eV): -14.52
Gap between HOMO and LUMO (Ha): 0.370
SMILES string: CON(C)C(=[NH2+])I
Total charge: +1

Computed stability ranking, most favorable first: <b>, <a>

<a>
Molecular formula: C29H41Cl3N7O4PdS2Se
Method: DFT, wB97M-V/def2-TZVPD

Positions of all 88 atoms, in Å:
H (-2.30, 1.18, 6.06)
Cl (-0.25, 4.86, 6.64)
H (0.96, -4.31, -0.48)
H (2.14, -3.00, -0.36)
C (1.92, 0.68, -0.58)
H (-0.89, -4.98, 2.18)
H (2.26, -0.33, -0.33)
H (-3.15, 2.59, 9.19)
C (1.08, -3.23, -0.50)
N (3.31, -1.91, 2.56)
C (-4.02, 1.13, 7.90)
H (-2.39, 1.46, 3.86)
H (0.16, -2.53, 4.41)
H (-2.11, 1.21, 8.85)
H (-3.40, -5.05, 0.41)
H (-0.32, 1.03, 7.76)
C (0.27, -1.52, 4.77)
H (-0.48, -2.94, -1.96)
H (1.47, -4.09, -3.09)
C (-0.69, 4.89, 4.01)
H (-6.89, 0.97, 6.15)
H (0.48, 2.21, 6.73)
C (-1.11, 4.37, 2.80)
H (-1.93, -2.74, 1.54)
H (0.19, 1.29, -1.44)
Cl (-3.31, -1.25, 9.10)
C (-5.04, 1.70, 7.08)
C (1.23, 1.24, 0.68)
C (-0.28, 1.43, 6.75)
H (6.03, -0.05, 0.42)
C (4.05, -1.36, 1.57)
C (-1.65, 2.01, 6.35)
C (-2.80, -0.99, 3.30)
H (4.31, -0.27, -1.39)
C (-6.03, 0.81, 6.78)
H (-1.02, -1.28, 6.58)
H (5.35, 1.49, 0.87)
H (1.39, 1.46, 4.48)
C (-1.30, -3.34, 0.88)
H (5.38, -1.94, 0.13)
C (1.41, -3.00, -2.98)
H (3.05, 1.89, -1.96)
C (-2.86, -5.24, 1.34)
C (0.93, 0.52, 4.76)
C (-1.40, -4.81, 1.23)
H (1.02, -2.58, -3.90)
H (-5.00, 2.71, 6.71)
H (-2.95, -6.30, 1.56)
H (4.81, -3.18, 1.12)
C (3.19, 1.51, -0.94)
C (-0.88, 4.16, 5.17)
C (-1.93, 2.43, 3.91)
C (-1.72, 3.13, 2.73)
C (-2.83, 1.90, 8.41)
N (0.13, 0.38, 5.84)
O (0.15, 1.81, 0.61)
N (-2.07, -0.52, 2.52)
Pd (0.13, -0.50, 1.70)
N (4.63, -2.28, 0.71)
H (-0.88, -5.42, 0.49)
H (3.29, 2.38, -0.29)
H (-1.61, -3.13, -0.15)
H (0.50, -1.53, -1.68)
O (-2.24, 2.73, 7.42)
H (2.83, 0.85, 1.72)
H (-0.20, 5.86, 4.05)
H (-3.36, -4.68, 2.13)
H (1.34, 0.85, -2.54)
O (1.05, -3.54, 2.05)
H (2.43, -2.63, -2.85)
C (0.55, -2.61, -1.78)
N (0.93, 0.62, -1.64)
Se (-3.90, -1.72, 4.53)
N (4.18, -0.08, 1.47)
C (-1.51, 2.92, 5.15)
Cl (-0.85, 5.30, 1.36)
S (0.36, -2.63, 1.06)
H (2.76, -2.74, 2.34)
N (1.05, -0.61, 4.10)
H (2.72, -1.25, 3.07)
C (-0.31, -0.92, 5.85)
C (5.08, 0.50, 0.49)
S (-5.75, -0.72, 7.48)
C (4.49, 0.69, -0.91)
H (-2.00, 2.70, 1.78)
O (2.02, 1.45, 1.75)
C (-4.29, -0.17, 8.18)
H (5.25, 1.21, -1.50)

HOMO energy (eV): -4.05
Gap between HOMO and LUMO (Ha): 0.237
Total charge: -1

<b>
Molecular formula: C29H41Cl3N7O4PdS2Se
Method: DFT, wB97M-V/def2-TZVPD

Positions of all 88 atoms, in Å:
H (4.68, 2.55, -2.60)
H (3.39, 3.77, 0.88)
H (0.02, 1.87, 4.66)
H (0.15, 4.33, 3.84)
C (-1.96, -3.34, -3.27)
H (-1.40, 4.07, 4.68)
H (-0.56, -6.04, -0.36)
H (-2.40, -1.84, 0.11)
H (5.76, -0.51, 0.22)
C (-0.43, -0.30, -0.44)
Cl (-5.01, -2.61, -5.72)
C (0.10, 0.29, 3.17)
O (-2.42, 2.04, 3.42)
C (2.80, 3.97, -0.02)
C (-1.68, -3.68, -0.81)
H (2.79, 0.12, 1.70)
H (2.97, 4.09, -2.13)
H (2.05, -0.21, 4.01)
C (-2.08, -6.42, -1.81)
C (4.37, 0.82, 0.90)
C (1.02, -0.57, 4.03)
H (1.41, 2.66, -0.93)
N (1.69, 2.99, 0.00)
N (-2.20, 2.61, -1.23)
H (0.69, -0.56, 5.08)
H (4.35, 4.69, -1.25)
H (-3.41, 6.26, 2.35)
H (-3.38, 4.50, 2.37)
S (-1.21, 2.67, 2.81)
O (3.04, 6.32, 0.03)
H (-2.05, -6.74, 0.30)
H (-4.50, -6.91, -4.10)
H (-3.47, 5.39, 3.89)
C (-4.68, -2.94, -3.07)
C (-1.50, 5.42, 2.96)
C (1.58, -0.90, -0.84)
C (2.22, 5.41, 0.21)
H (1.22, -3.07, -0.47)
H (-5.74, -2.75, -2.98)
H (6.13, 1.42, -1.14)
Cl (-4.76, -3.21, -0.42)
H (2.62, -0.79, -1.12)
C (5.56, 2.23, -0.69)
H (-1.34, 0.26, -0.27)
H (-1.36, -2.85, 1.14)
H (6.23, 3.10, -0.65)
Se (-3.43, 0.40, -2.77)
C (-4.06, -2.91, -4.30)
O (1.00, 5.43, 0.50)
N (3.30, 0.99, 1.57)
C (-1.66, -6.03, -0.43)
Pd (-1.24, 2.96, 0.64)
H (1.10, 2.22, 3.27)
H (1.01, -1.61, 3.70)
H (-4.27, -6.28, -1.56)
H (-2.22, -3.05, -5.39)
H (3.64, 1.70, -1.49)
C (-3.92, -3.18, -1.94)
C (-1.25, -6.70, -2.85)
H (-1.07, 5.45, 1.96)
C (-3.45, -6.49, -2.23)
H (-0.89, -3.50, -3.35)
C (-3.03, 5.39, 2.89)
H (4.23, -1.17, 0.53)
H (-0.93, -0.05, 3.27)
H (-0.69, -3.95, -1.20)
H (0.37, 0.20, 2.11)
C (-3.59, -6.81, -3.54)
C (-2.69, 1.74, -1.83)
N (4.76, -0.36, 0.27)
O (-2.16, -4.77, -0.03)
C (-0.93, 4.23, 3.71)
C (-1.51, -2.47, 0.12)
H (4.94, 2.66, 1.24)
N (5.25, 1.87, 0.70)
C (-2.69, -3.10, -4.42)
C (3.63, 3.87, -1.29)
Cl (0.47, -6.67, -2.83)
C (-2.55, -3.40, -2.01)
H (1.91, 2.16, 0.55)
N (-0.39, -1.64, -0.28)
C (0.90, -2.04, -0.53)
C (0.16, 1.76, 3.58)
C (4.34, 2.54, -1.56)
H (-1.17, 6.34, 3.47)
H (0.84, 3.48, 0.39)
S (-2.08, -7.05, -4.31)
N (0.74, 0.19, -0.77)

HOMO energy (eV): -4.42
Gap between HOMO and LUMO (Ha): 0.226
Total charge: -1

Computed stability ranking, most favorable first: <a>, <b>

<a>
Molecular formula: C2H6FNO
Method: DFT, wB97M-V/def2-TZVPD

Positions of all 11 atoms, in Å:
H (0.52, 0.66, -1.47)
H (1.59, -0.83, 0.88)
H (-1.25, -1.31, 0.03)
N (1.54, -0.53, -0.12)
F (0.51, 1.62, 0.15)
H (2.42, -0.19, -0.33)
C (0.47, 0.38, -0.45)
H (-0.92, -0.24, 1.35)
H (-1.95, 1.66, 0.01)
O (-1.99, 0.71, -0.25)
C (-1.03, -0.20, 0.18)

HOMO energy (eV): -10.00
Gap between HOMO and LUMO (Ha): 0.407
SMILES string: N[C@H](F)CO
Total charge: 0

<b>
Molecular formula: C2H6FNO
Method: DFT, wB97M-V/def2-TZVPD

Positions of all 11 atoms, in Å:
H (1.17, -1.94, 0.91)
C (-0.47, 1.13, -0.93)
H (1.54, 0.39, 0.83)
O (-0.88, 0.09, -1.61)
N (0.37, -1.42, 0.64)
C (0.48, -0.04, 0.89)
H (-0.42, -1.73, 1.25)
H (-0.30, -0.63, -1.95)
H (0.25, 1.92, -1.27)
F (-0.32, 0.58, 1.87)
H (-1.42, 1.64, -0.63)

HOMO energy (eV): -7.22
Gap between HOMO and LUMO (Ha): 0.301
Total charge: 0

<c>
Molecular formula: C2H6FNO
Method: DFT, wB97M-V/def2-TZVPD

Positions of all 11 atoms, in Å:
H (0.52, -1.76, 0.87)
C (0.67, -0.81, 0.38)
F (0.02, 1.07, 1.64)
O (-1.59, -0.28, 1.05)
N (-0.71, 1.26, -0.83)
H (0.22, 1.24, -1.32)
C (-0.35, 0.26, 0.73)
H (-0.49, 2.08, -0.40)
H (1.67, -0.39, 0.56)
H (-2.17, 0.48, 0.75)
H (0.56, -0.88, -0.72)

HOMO energy (eV): -10.28
Gap between HOMO and LUMO (Ha): 0.411
Total charge: 0

Computed stability ranking, most favorable first: <a>, <c>, <b>